No. 1
{"formula": "C2H9N3O", "method": "ωB97M-V/def2-TZVPD", "homo_energy_ev": -8.2642, "relative_energy_kj_mol": 391.3, "total_charge": 0, "smiles": "CNCNNO", "e_tot_ha": -320.98269, "spin_multiplicity": 1, "elements": ["C", "C", "N", "N", "N", "O", "H", "H", "H", "H", "H", "H", "H", "H", "H"], "xyz": [[0.77313, -0.59973, -0.04717], [0.09117, 0.92321, -1.82321], [-0.33994, -0.01106, 1.99427], [0.54863, -0.55274, -1.46537], [-0.47105, -0.12321, 0.55275], [-1.61583, -0.17792, 2.60185], [-1.61467, -1.08850, 2.95001], [-0.12898, 0.97577, 2.15735], [1.40644, -0.77371, -1.96201], [-1.21301, -0.78943, 0.34585], [1.56526, 0.08794, 0.30184], [1.01490, -1.62731, 0.26615], [-0.80351, 1.27818, -1.31980], [-0.14159, 0.86411, -2.88355], [0.92902, 1.61441, -1.66896]], "atomic_forces_ev_per_a": [[-0.173, -0.036, 0.706], [1.217, -2.048, -0.899], [0.444, -0.385, 0.300], [-1.276, 2.430, -0.214], [-0.422, 0.027, 0.294], [0.052, -0.265, -0.366], [0.262, 0.548, -0.188], [-0.364, -0.276, -0.002], [-0.178, 0.217, -0.026], [0.096, 0.076, 0.266], [-0.027, -0.192, -0.021], [0.157, 0.165, -0.048], [0.290, -0.508, 0.271], [0.127, 0.228, -0.156], [-0.203, 0.020, 0.083]], "nbo_charge": [-0.0576, -0.4328, -0.2065, -0.6297, -0.5160, -0.5840, 0.4680, 0.3322, 0.3601, 0.3603, 0.1449, 0.1666, 0.2265, 0.1950, 0.1731]}

No. 2
{"formula": "C5H16N2O", "method": "ωB97M-V/def2-TZVPD", "homo_energy_ev": -18.4301, "relative_energy_kj_mol": 46.1, "total_charge": 2, "e_tot_ha": -384.23818, "spin_multiplicity": 1, "elements": ["C", "C", "C", "C", "C", "N", "N", "H", "H", "H", "H", "H", "H", "H", "H", "H", "H", "H", "H", "H", "H", "H", "H", "O"], "xyz": [[-2.86638, 0.08869, 0.62112], [-1.71362, -0.18832, -0.33135], [-0.36029, 0.04334, 0.31568], [0.88060, 0.18667, -0.54520], [1.43872, -0.74852, -1.28376], [1.65098, 1.43069, -0.34448], [-1.85550, -1.69075, -0.73659], [-3.82777, -0.05016, 0.13951], [-2.73844, 1.05992, 1.07659], [-2.85288, -0.63610, 1.44861], [-1.91263, 0.34630, -1.25045], [-0.22944, -0.69194, 1.10407], [-0.44740, 0.91266, 0.95636], [2.40129, -0.68305, -1.76826], [0.97218, -1.68334, -1.55667], [2.30941, 1.57733, -1.11942], [1.10746, 2.28886, -0.26611], [2.27717, 1.36608, 0.51326], [-2.41310, -2.11093, 0.02180], [-2.41238, -1.82362, -1.57998], [-0.93229, -2.12304, -0.77508], [3.39630, 0.66404, 2.29596], [4.47488, 1.46826, 1.64650], [3.65314, 0.99693, 1.41791]], "atomic_forces_ev_per_a": [[0.381, -0.834, 0.507], [-0.830, -0.477, -0.241], [0.111, 0.465, 0.139], [-0.143, -0.375, 0.335], [0.073, -0.268, -0.703], [0.673, 0.098, 0.198], [-0.285, 0.728, 1.052], [-0.165, 0.424, -0.153], [-0.366, 0.352, -0.124], [0.140, 0.149, 0.017], [0.523, 0.303, -0.231], [0.289, -0.630, -0.097], [-0.211, 0.587, -0.184], [0.153, 0.484, -0.049], [-0.234, -0.154, 0.451], [-0.146, -0.082, 0.065], [-0.355, -0.040, -0.046], [0.138, 0.026, -0.220], [0.424, -0.302, -0.203], [0.314, -0.048, -0.327], [-0.336, -0.360, -0.333], [-0.016, -0.126, -0.319], [-0.193, 0.025, -0.519], [0.060, 0.054, 0.985]], "nbo_charge": [-0.6381, -0.0188, -0.5025, 0.1202, -0.3235, -0.7184, -0.6886, 0.2545, 0.2615, 0.2227, 0.2412, 0.2596, 0.2609, 0.2513, 0.2141, 0.4558, 0.4450, 0.4871, 0.4524, 0.4614, 0.4430, 0.5032, 0.5236, -0.9679]}

No. 3
{"formula": "C5H11ClNP", "method": "ωB97M-V/def2-TZVPD", "homo_energy_ev": -9.1468, "relative_energy_kj_mol": 126.0, "total_charge": 0, "smiles": "C=C(CC)[C@@H](Cl)PN", "e_tot_ha": -1053.32350, "spin_multiplicity": 1, "elements": ["C", "C", "C", "C", "C", "N", "P", "Cl", "H", "H", "H", "H", "H", "H", "H", "H", "H", "H", "H"], "xyz": [[-1.27910, 0.76302, -1.82040], [-0.78766, 0.91695, -0.60009], [-1.79264, -0.54515, 1.07886], [-1.45758, 0.97568, 0.77025], [0.95168, 0.49933, -0.41158], [3.08454, -1.27506, -0.26706], [1.36226, -1.32329, -0.07075], [1.77133, 1.75639, 0.48784], [-0.51710, 0.61479, -2.52689], [-2.27940, 0.91792, -1.95259], [-1.45589, -0.80157, 2.03184], [-2.87446, -0.76150, 1.01070], [-1.43377, -1.22097, 0.32650], [-0.65378, 1.45789, 1.53734], [-2.21505, 1.74966, 0.69936], [1.17930, 0.70730, -1.51062], [3.58388, -1.05134, 0.57483], [3.49295, -2.05458, -0.79491], [1.32048, -1.32547, 1.43736]], "atomic_forces_ev_per_a": [[2.318, 0.646, 2.350], [3.319, -1.762, 2.129], [-1.871, 1.746, -0.856], [2.551, 0.363, -0.104], [-3.232, 0.711, -2.811], [-0.691, -0.491, -0.283], [0.415, 0.776, 0.947], [0.284, 0.114, 0.512], [0.123, -0.350, -1.603], [-2.441, 0.250, -0.991], [0.531, -0.625, 1.517], [0.235, 0.483, 0.348], [0.843, -0.089, -0.290], [-1.875, -1.410, -1.666], [-0.824, -0.531, 0.362], [0.385, -0.690, 1.471], [0.391, 0.011, -0.040], [-0.345, 0.581, 0.546], [-0.116, 0.265, -1.539]], "nbo_charge": [-0.4697, 0.1284, -0.6109, -0.4878, -0.5926, -1.1526, 0.7517, -0.0355, 0.2071, 0.2092, 0.2126, 0.2179, 0.2211, 0.2228, 0.2249, 0.2302, 0.3879, 0.3953, -0.0601]}

No. 4
{"formula": "C5H7N", "method": "ωB97M-V/def2-TZVPD", "homo_energy_ev": -8.4679, "relative_energy_kj_mol": 297.6, "total_charge": 0, "smiles": "C=C=N/C=C\\C", "e_tot_ha": -249.35989, "spin_multiplicity": 1, "elements": ["C", "C", "C", "C", "N", "C", "H", "H", "H", "H", "H", "H", "H"], "xyz": [[1.24326, -1.00680, 0.28688], [0.59993, 1.46776, 0.16897], [1.22992, 0.36279, -0.33332], [-2.34469, -0.30204, -0.28496], [-0.67814, 1.33744, 0.60970], [-1.29812, 0.40391, 0.04307], [0.95367, 2.48187, 0.01895], [2.10252, 0.55122, -0.95316], [1.12830, -1.76901, -0.48629], [0.44630, -1.12324, 1.01896], [2.20236, -1.19880, 0.77265], [-2.37602, -1.36727, -0.12742], [-3.20929, 0.16216, -0.73401]], "atomic_forces_ev_per_a": [[-0.693, -0.183, -0.630], [1.185, -0.731, -2.551], [1.547, 1.272, 1.100], [0.161, -0.411, -0.379], [-1.396, -1.680, 0.610], [-1.199, 1.809, 1.861], [0.078, -0.078, -0.088], [0.191, 0.136, 0.190], [-0.097, -0.162, 0.117], [0.017, -0.132, 0.037], [0.010, 0.176, -0.031], [0.076, -0.130, 0.100], [0.120, 0.114, -0.335]], "nbo_charge": [-0.6466, -0.0264, -0.2196, -0.5920, -0.4621, 0.4156, 0.2032, 0.1961, 0.2164, 0.2144, 0.2195, 0.2368, 0.2447]}